Below is a gas-phase ion, C9H16NO5 (charge +1) at a distorted geometry, with properties calculated with ωB97M-V/def2-TZVPD.

Structure (XYZ):
```
31
Properties=species:S:1:pos:R:3
C -2.98936 0.65106 -0.54197
C -1.67261 0.01306 -0.95575
C -2.17721 0.09178 0.53990
C -1.60156 -1.20043 -0.05760
C -0.14114 -1.58299 0.16753
C 0.61194 -0.19530 -0.67464
C 0.33861 -1.81811 1.55144
C 1.75658 -0.53142 -1.58315
C 1.21018 2.25375 -0.05987
N 1.02160 0.86262 0.38332
O -0.43848 0.38450 -1.43281
O -3.01922 2.03420 -0.71287
O -1.61099 0.91735 1.54954
O -2.47183 -2.23893 -0.37409
O 0.19580 -2.73125 -0.55830
H -3.77258 0.03915 -0.86806
H 1.41400 -2.15044 1.44916
H -0.08167 -2.57801 2.15447
H 0.17487 -0.95245 2.29145
H 2.28464 0.47839 -1.62758
H 1.30585 -0.61417 -2.60708
H 2.14316 -1.49860 -1.14271
H 0.76935 2.39407 -1.04777
H 0.64856 3.03282 0.58125
H 2.34697 2.62845 -0.13800
H 0.19760 1.01104 0.99835
H 1.70789 0.47408 1.00862
H -3.82444 2.30312 -1.27064
H -2.21953 1.63113 1.42894
H -3.06583 -2.46915 0.41197
H -0.57236 -3.16826 -0.97352
```

Results
E_LUMO: -2.71 eV
energy relative to the best compared isomer or geometry (same formula, charge and spin): 2.529 eV
total charge: +1
highest occupied orbital energy: -12.06 eV

Atomic partial charges in e from the Mulliken method, atoms 1 to 2: 0.155 -0.415